Record 1
This record from the OMol25 dataset describes a structure of composition C2H5NOS at a distorted geometry. The level of theory is ωB97M-V/def2-TZVPD.

```
10
Properties=species:S:1:pos:R:3:forces:R:3:nbo_charge:R:1
C -0.39440 -0.91476 -1.03593 -1.471 1.784 -2.192 -0.332
C -0.28952 0.60482 -0.71351 -0.119 -2.601 -0.653 -0.671
N -0.19724 0.46511 1.98474 -0.557 0.386 -0.676 -1.013
O 2.06927 0.31137 0.62219 0.366 0.491 -0.306 -0.889
S 0.63714 0.06633 0.74495 0.902 0.389 2.596 1.620
H -1.27247 -1.44757 -0.73613 -0.168 -0.208 0.227 0.194
H 0.29065 -1.35075 -1.73456 0.283 -0.166 -0.034 0.196
H 0.28010 1.15695 -1.45458 0.413 -0.042 0.342 0.254
H -1.24096 1.08194 -0.51639 0.005 -0.076 0.496 0.260
H 0.11743 0.02656 2.83922 0.345 0.041 0.201 0.381
```
Forces are in eV/Å.

Properties
Lowest unoccupied orbital energy (spin up / spin down) (eV): 0.9 / -1.7
HOMO-LUMO gap (spin up / spin down) (eV): 8.60 / 8.38
Molar mass (Da): 91.13
Total charge: 0
2S+1: 3
E_tot (hartree): -607.19537
HOMO level (spin up / spin down) (eV): -7.65 / -10.09
Energy above the lowest of the compared OMol25 structures with the same formula, charge and spin (kcal per mole): 36.04

---

Record 2
This record from the OMol25 dataset describes the molecule C2H5NOS2 at a distorted geometry. The level of theory is ωB97M-V/def2-TZVPD.

```
11
Properties=species:S:1:pos:R:3:forces:R:3:nbo_charge:R:1
C 2.20220 -0.03676 1.04685 -0.482 -0.682 -2.423 -0.693
S 1.08169 1.01132 -0.17867 -1.118 -2.629 1.364 0.262
C -0.51261 0.10945 -0.16948 0.634 1.337 0.890 -0.162
S -1.86982 0.84807 -0.80026 1.400 -0.798 0.290 -0.026
N -0.72868 -1.08152 0.66824 -2.072 -2.483 -5.824 -0.340
O 0.25084 -2.27033 0.37998 -2.127 1.311 -4.418 -0.580
H 2.63395 -0.94587 0.37671 -0.950 2.317 2.061 0.250
H 1.65340 -0.35392 1.97483 0.517 0.335 -1.189 0.243
H 2.90253 0.78902 1.22353 0.270 -0.765 0.281 0.221
H -1.57626 -1.48505 -0.19168 2.095 1.579 4.287 0.378
H -0.04703 -2.45727 -0.70237 1.835 0.478 4.680 0.448
```
Forces are in eV/Å.

Properties
Lowest unoccupied orbital energy (eV): -0.6
SMILES: CSC(=S)NO
HOMO-LUMO gap (eV): 8.45
Molar mass (Da): 123.20
Total charge: 0
E_tot (hartree): -1005.39716
HOMO level (eV): -9.08
Energy above the lowest of the compared OMol25 structures with the same formula, charge and spin (kcal per mole): 110.84

---

Record 3
This record from the OMol25 dataset describes the molecule C2H5NP2 at a distorted geometry. The level of theory is ωB97M-V/def2-TZVPD.

```
10
Properties=species:S:1:pos:R:3:forces:R:3:nbo_charge:R:1
C 1.78902 0.06105 -0.27708 -2.925 0.588 1.874 -0.118
C -0.75955 1.45133 -0.16752 3.822 0.485 -0.380 -0.877
N 2.82512 -0.11195 -0.70201 2.666 -0.439 -1.422 -0.291
P -0.54436 -1.75220 0.04681 -0.484 -3.378 -1.207 0.037
P 0.34620 0.18933 0.74575 0.925 3.393 -0.170 0.518
H -1.15536 1.07531 -1.07865 -0.366 -0.685 -0.731 0.230
H -0.03182 2.30845 -0.47271 -1.770 -1.133 0.926 0.257
H -1.52648 1.63823 0.51998 -1.026 0.981 0.867 0.230
H -1.33716 -2.05099 1.13107 -0.531 -0.019 0.477 -0.012
H 0.39439 -2.80855 0.25436 -0.311 0.208 -0.233 0.026
```
Forces are in eV/Å.

Properties
Lowest unoccupied orbital energy (spin up / spin down) (eV): 0.5 / -3.1
HOMO-LUMO gap (spin up / spin down) (eV): 5.42 / 7.31
Molar mass (Da): 105.02
Total charge: 0
2S+1: 3
E_tot (hartree): -816.47021
HOMO level (spin up / spin down) (eV): -4.94 / -10.41
Energy above the lowest of the compared OMol25 structures with the same formula, charge and spin (kcal per mole): 27.45

---

Record 4
This record from the OMol25 dataset describes a structure of composition C2H5NS at a distorted geometry. The level of theory is ωB97M-V/def2-TZVPD.

```
9
Properties=species:S:1:pos:R:3:forces:R:3:nbo_charge:R:1
C 1.98874 0.27204 -0.04311 3.605 -0.443 0.232 -0.865
C -2.02263 -0.05645 -0.06348 0.561 7.308 1.011 -0.159
H 2.33042 1.57702 -0.49416 -1.606 -4.449 1.503 0.281
H 2.64569 0.06186 1.25922 -2.027 0.861 -4.251 0.226
H 2.57468 -0.62806 -0.89918 -1.692 3.100 2.871 0.248
H -2.05420 -1.12298 0.07964 0.141 -0.306 -0.355 0.188
H -3.00614 0.59229 -0.18188 2.001 -1.811 0.374 0.199
N -0.89362 0.78074 0.09024 -4.767 -4.993 -1.330 -0.504
S 0.24802 -0.45243 0.01526 3.784 0.734 -0.054 0.386
```
Forces are in eV/Å.

Properties
Lowest unoccupied orbital energy (eV): 0.2
HOMO-LUMO gap (eV): 8.42
Molar mass (Da): 75.14
Total charge: 0
E_tot (hartree): -531.92626
HOMO level (eV): -8.18
Energy above the lowest of the compared OMol25 structures with the same formula, charge and spin (kcal per mole): 135.74

---

Record 5
This record from the OMol25 dataset describes the molecule C2H5NS2 at a distorted geometry. The level of theory is ωB97M-V/def2-TZVPD.

```
10
Properties=species:S:1:pos:R:3:forces:R:3:nbo_charge:R:1
S 1.61152 -1.73063 -0.78537 3.380 2.435 1.855 0.020
C 0.01216 -1.11882 -1.12135 -2.512 -1.073 -4.177 -0.641
C -0.52429 -0.30517 0.00011 -1.408 -3.006 3.148 0.054
N -0.97246 0.84015 -0.15743 1.020 2.647 0.667 -0.464
S -0.95192 1.98905 1.41773 -2.572 -0.233 -5.218 0.017
H 2.37890 -0.58181 0.01962 -1.821 -2.220 -1.985 0.133
H -0.38414 -0.53588 -2.12952 2.050 -1.020 2.185 0.243
H -0.26207 -2.27295 -1.49161 -0.854 2.738 1.626 0.260
H -0.66668 -0.76546 1.04554 1.172 0.268 -1.349 0.172
H -1.73955 2.68434 0.26769 1.544 -0.535 3.249 0.206
```
Forces are in eV/Å.

Properties
Lowest unoccupied orbital energy (eV): -0.2
SMILES: SC/C=N/S
HOMO-LUMO gap (eV): 8.98
Molar mass (Da): 107.20
Total charge: 0
E_tot (hartree): -930.16830
HOMO level (eV): -9.16
Energy above the lowest of the compared OMol25 structures with the same formula, charge and spin (kcal per mole): 107.40

---

Record 6
This record from the OMol25 dataset describes the molecule C2H5NS2 at a distorted geometry. The level of theory is ωB97M-V/def2-TZVPD.

```
10
Properties=species:S:1:pos:R:3:forces:R:3:nbo_charge:R:1
C 0.52177 -0.92001 0.61108 0.376 1.723 0.601 -0.445
C -0.35188 1.12978 -0.55836 1.622 0.651 0.874 -0.434
N -0.59333 -0.22161 -0.12918 -0.475 -2.233 1.459 -0.523
S 2.11902 -0.67719 -0.16442 0.145 0.004 0.227 0.127
S -2.03815 -1.04286 -0.05121 0.475 0.844 -0.308 0.103
H 0.62097 -0.55099 1.75524 -0.485 -0.937 -2.500 0.241
H 0.40911 -2.00433 0.51164 -0.514 0.224 0.504 0.267
H 0.40819 1.00530 -1.38124 -0.330 0.788 1.025 0.225
H -1.22595 1.62295 -1.04525 0.466 -0.456 1.078 0.242
H 0.13025 1.65897 0.45171 -1.281 -0.608 -2.959 0.197
```
Forces are in eV/Å.

Properties
Lowest unoccupied orbital energy (spin up / spin down) (eV): -0.9 / -2.3
HOMO-LUMO gap (spin up / spin down) (eV): 7.88 / 5.86
Molar mass (Da): 107.20
Total charge: 0
E_tot (hartree): -930.21304
HOMO level (spin up / spin down) (eV): -8.74 / -8.17
Energy above the lowest of the compared OMol25 structures with the same formula, charge and spin (kcal per mole): 79.32

---

Record 7
This record from the OMol25 dataset describes a cluster of 2 separate species, C2H5NS2 in total at a distorted geometry. The level of theory is ωB97M-V/def2-TZVPD.

```
10
Properties=species:S:1:pos:R:3:forces:R:3:nbo_charge:R:1
C -0.01698 -0.37348 0.11704 -2.715 -1.399 0.497 -0.434
C 0.63567 0.90437 0.16570 -1.697 4.074 -1.719 -0.683
N -1.77155 -2.21419 0.26664 -2.470 -1.997 0.804 -1.035
S -4.14552 0.79465 -0.65546 0.117 -0.012 0.056 -0.064
S -1.65859 -0.70972 0.49191 3.931 1.969 -1.047 0.926
H 0.58923 -1.24601 0.00422 -0.024 -0.735 -0.202 0.227
H -0.12621 1.73494 -0.21705 1.604 -1.480 0.185 0.223
H 1.62774 1.13765 -0.29223 -0.933 -0.916 0.162 0.246
H 0.64180 1.23381 1.15684 0.742 0.458 1.955 0.235
H -2.74359 -2.44667 0.62921 1.444 0.039 -0.691 0.359
```
Forces are in eV/Å.

Properties
Lowest unoccupied orbital energy (spin up / spin down) (eV): -2.7 / -2.8
HOMO-LUMO gap (spin up / spin down) (eV): 5.41 / 5.31
Molar mass (Da): 107.20
Total charge: 0
E_tot (hartree): -930.11760
HOMO level (spin up / spin down) (eV): -8.09 / -8.07
Energy above the lowest of the compared OMol25 structures with the same formula, charge and spin (kcal per mole): 139.22

---

Record 8
This record from the OMol25 dataset describes a structure of composition C2H5NS2 at a distorted geometry. The level of theory is ωB97M-V/def2-TZVPD.

```
10
Properties=species:S:1:pos:R:3:forces:R:3:nbo_charge:R:1
C -0.09480 0.76390 1.37954 -0.778 -0.735 2.238 -0.857
C -0.38574 0.31541 -1.54708 0.659 -1.619 6.665 0.025
H 0.27615 1.85457 1.94620 -0.847 -3.673 -1.535 0.258
H -1.17745 0.19370 2.15056 3.814 1.747 -2.181 0.226
H 0.84826 -0.22265 1.12992 -3.030 3.798 1.010 0.277
H -0.38826 0.86104 -2.34558 -0.339 2.950 -5.058 0.174
H 1.17171 -2.65052 -0.86219 0.168 -0.370 -0.195 0.119
N 0.28770 -0.74807 -1.52832 -0.390 -0.313 -0.251 -0.576
S -0.99050 1.40086 -0.13829 0.962 -1.650 -0.433 0.133
S 0.45293 -1.76824 -0.18476 -0.220 -0.136 -0.260 0.220
```
Forces are in eV/Å.

Properties
Lowest unoccupied orbital energy (eV): 0.6
HOMO-LUMO gap (eV): 9.17
Molar mass (Da): 107.20
Total charge: 0
E_tot (hartree): -930.16553
HOMO level (eV): -8.52
Energy above the lowest of the compared OMol25 structures with the same formula, charge and spin (kcal per mole): 109.14

---

Record 9
This record from the OMol25 dataset describes a cluster of 2 separate species, C2H5NS2 in total at a distorted geometry. The level of theory is ωB97M-V/def2-TZVPD.

```
10
Properties=species:S:1:pos:R:3:forces:R:3:nbo_charge:R:1
C -0.73863 0.29308 0.44323 -6.026 -1.437 -2.441 -0.277
C 1.01072 -0.85645 -0.77950 -2.467 -2.316 1.778 -0.421
N 0.54490 0.03559 0.33114 4.651 -0.466 -2.041 -0.467
S 0.06638 1.60099 -0.45740 0.077 0.468 -0.083 0.178
S -1.33712 0.73186 2.04041 -1.325 -3.548 1.113 0.056
H -1.65272 -0.47308 -0.39788 2.757 2.265 2.758 0.193
H 0.07229 -1.13591 -1.38453 1.327 -0.181 0.885 0.191
H 1.65087 -0.44143 -1.47927 1.400 1.366 -0.804 0.214
H 1.55149 -1.71326 -0.27392 -0.946 0.623 -0.790 0.213
H -1.16818 1.95860 1.95773 0.552 3.226 -0.375 0.117
```
Forces are in eV/Å.

Properties
Lowest unoccupied orbital energy (eV): 0.4
HOMO-LUMO gap (eV): 9.40
Molar mass (Da): 107.20
Total charge: 0
E_tot (hartree): -930.19994
HOMO level (eV): -8.99
Energy above the lowest of the compared OMol25 structures with the same formula, charge and spin (kcal per mole): 87.54

---

Record 10
This record from the OMol25 dataset describes a cluster of 2 separate species, C2H5NSi in total at a distorted geometry. The level of theory is ωB97M-V/def2-TZVPD.

```
9
Properties=species:S:1:pos:R:3:forces:R:3:nbo_charge:R:1
C -1.07982 0.53662 0.06746 1.047 1.430 3.433 0.430
C -1.89584 0.09358 -0.80262 -1.662 -1.960 -3.899 -0.665
N -0.68417 0.91260 1.16130 -1.192 0.486 -0.663 -0.655
Si 2.95025 -0.31379 -0.09278 -2.199 0.976 -0.056 0.579
H -2.05544 -1.02134 -0.78846 0.203 1.287 -0.275 0.250
H -2.22782 0.67493 -1.72417 0.372 -0.785 1.679 0.253
H 0.17036 1.33492 1.43556 1.093 -0.372 -0.238 0.390
H 1.34222 -0.65281 0.35441 2.024 0.168 -0.471 -0.282
H 3.48026 -1.56471 0.38928 0.312 -1.230 0.489 -0.300
```
Forces are in eV/Å.

Properties
Lowest unoccupied orbital energy (eV): -1.2
HOMO-LUMO gap (eV): 7.50
Molar mass (Da): 71.15
Total charge: 0
E_tot (hartree): -423.26956
HOMO level (eV): -8.75
Energy above the lowest of the compared OMol25 structures with the same formula, charge and spin (kcal per mole): 93.49

---

Among the records above, which one has the lowest energy above the lowest of the compared OMol25 structures with the same formula, charge and spin? C2H5NP2

---

What is the energy above the lowest of the compared OMol25 structures with the same formula, charge and spin in the seventh record? 139.22 kcal per mole

---

Which of these has the highest molar mass? C2H5NOS2